[1]
Molecular formula: CH3BCl2
Method: DFT, ωB97M-V/def2-TZVPD

Geometry as XYZ:
```
7
Properties=species:S:1:pos:R:3:forces:R:3:mulliken_charge:R:1
B -0.56866 -0.23711 0.18292 0.614 -1.028 0.536 0.295
C 0.98852 0.07109 -0.41203 -3.283 -0.459 1.993 -0.392
Cl -3.07513 -0.59631 -0.05279 2.927 0.658 -0.324 -0.434
Cl 0.15081 1.67762 0.13304 -0.060 -0.640 0.190 -0.030
H 1.75121 -0.18983 0.32643 -0.285 0.169 -0.151 0.227
H -0.59256 -0.90522 1.20597 -0.160 1.052 -0.655 -0.013
H 1.34581 0.17976 -1.38355 0.246 0.248 -1.589 0.348
```
Positions in Å, forces in eV/Å.

Total energy, eV: -26804.2141
E_HOMO, eV: -9.7
HOMO-LUMO gap, hartree: 0.32892
LUMO energy, eV: -0.78
Energy above the lowest of the compared OMol25 structures with the same formula, charge and spin, kJ/mol: 219.23

***

[2]
Molecular formula: CH3BF2O2
Method: DFT, ωB97M-V/def2-TZVPD

Geometry as XYZ:
```
9
Properties=species:S:1:pos:R:3:forces:R:3:mulliken_charge:R:1
O 1.52912 -0.65864 -0.73601 -0.758 -0.044 -0.829 -0.446
B 0.91776 -0.23744 0.36690 -0.256 0.197 1.859 0.284
C -0.81249 -0.00360 0.09781 0.844 -0.212 2.631 0.579
O -0.95295 1.27421 -0.26192 0.847 0.964 -0.731 -0.460
F -1.20800 -0.91236 -0.79219 -0.490 -0.189 -0.831 -0.235
F -1.75080 -0.20653 1.20059 1.613 -0.065 -1.090 -0.314
H 2.46517 -0.81122 -0.85388 0.193 0.116 0.566 0.343
H 1.63438 -0.07001 1.46350 -1.621 -0.083 -1.701 -0.052
H -1.82218 1.62561 -0.48480 -0.371 -0.683 0.127 0.303
```
Positions in Å, forces in eV/Å.

Total energy, eV: -11292.4244
E_HOMO, eV: -11.1
HOMO-LUMO gap, hartree: 0.42338
LUMO energy, eV: 0.44
Energy above the lowest of the compared OMol25 structures with the same formula, charge and spin, kJ/mol: 204.23

***

[3]
Molecular formula: CH3BO4
Method: DFT, ωB97M-V/def2-TZVPD

Geometry as XYZ:
```
9
Properties=species:S:1:pos:R:3:forces:R:3:mulliken_charge:R:1
O 2.37569 -0.17582 -1.47238 -0.393 0.088 0.374 -0.318
C 1.89583 -0.58689 -0.48659 -2.913 -0.059 -1.117 0.184
O 0.29584 -0.77255 -0.42745 3.615 0.258 0.712 -0.391
B -0.69036 -0.00089 0.12735 -0.695 0.150 -0.778 0.632
O -1.98252 -0.57131 0.13903 0.733 1.192 0.997 -0.495
O -0.54178 1.33549 0.50698 2.901 -2.170 -0.293 -0.493
H 2.48796 -1.02978 0.32014 -0.906 -0.003 0.509 0.341
H -2.49842 0.02954 0.72139 0.018 -0.911 -0.693 0.280
H -1.34225 1.77222 0.57154 -2.359 1.456 0.289 0.260
```
Positions in Å, forces in eV/Å.

Total energy, eV: -9954.6897
E_HOMO, eV: -11.4
HOMO-LUMO gap, hartree: 0.43021
LUMO energy, eV: 0.27
Energy above the lowest of the compared OMol25 structures with the same formula, charge and spin, kJ/mol: 115.46